Entry 1:
Here is a cluster of 10 separate species, C14H48O10 in total from the Open Molecules 2025 dataset. Energies are from ωB97M-V with the def2-TZVPD basis set.

Element x y z (Å)
C  0.447  0.646  3.904
C  1.488  -0.370  3.840
O  0.960  -1.611  4.154
H  -0.299  0.811  3.183
H  1.097  1.575  4.078
H  -0.036  0.485  4.909
H  2.372  -0.134  4.473
H  1.894  -0.449  2.831
H  1.173  -1.703  5.065
C  0.150  -0.029  -4.247
C  0.390  -1.590  -4.162
O  0.940  -1.867  -2.968
H  0.978  0.576  -3.839
H  -0.753  0.302  -3.716
H  -0.014  0.266  -5.296
H  0.845  -1.788  -5.052
H  -0.560  -2.054  -4.329
H  1.765  -1.376  -2.919
C  1.878  -1.620  0.239
C  2.895  -2.460  1.125
O  4.146  -1.852  1.066
H  2.215  -1.750  -0.829
H  1.731  -0.597  0.515
H  0.817  -1.952  0.164
H  2.928  -3.548  0.840
H  2.457  -2.459  2.118
H  4.628  -1.967  1.898
C  -0.173  3.442  -4.022
C  1.122  4.139  -3.620
O  2.035  3.083  -3.740
H  -0.098  2.730  -4.861
H  -1.005  4.160  -4.206
H  -0.440  2.909  -3.122
H  1.117  4.619  -2.676
H  1.433  4.910  -4.286
H  2.004  2.422  -3.090
C  1.459  2.042  -0.491
O  2.751  1.897  -0.996
H  0.863  2.855  -1.066
H  1.597  2.378  0.553
H  1.024  1.088  -0.411
H  3.284  2.717  -0.886
C  -2.041  3.471  2.458
O  -1.422  3.071  1.307
H  -1.567  4.371  2.914
H  -1.900  2.685  3.212
H  -3.104  3.692  2.286
H  -1.476  2.085  1.155
C  -1.501  0.054  -0.610
O  -1.259  0.350  0.761
H  -0.746  -0.632  -1.066
H  -1.566  0.925  -1.198
H  -2.453  -0.421  -0.753
H  -1.004  -0.470  1.129
C  -1.275  -3.690  -1.656
O  -0.023  -4.201  -1.197
H  -1.348  -2.629  -1.806
H  -2.086  -4.042  -0.990
H  -1.505  -4.172  -2.566
H  0.604  -3.594  -1.591
C  -3.575  0.487  2.964
O  -3.600  -0.854  2.501
H  -2.931  0.717  3.776
H  -4.538  0.668  3.372
H  -3.427  1.218  2.202
H  -2.695  -1.207  2.503
C  -1.278  -2.971  1.503
O  -1.234  -2.071  2.493
H  -1.988  -3.650  1.885
H  -0.351  -3.477  1.174
H  -1.763  -2.489  0.623
H  -0.452  -2.103  3.087

The net charge is 0. Its SMILES is CCO.CCO.CCO.CCO.CO.CO.CO.CO.CO.CO. Its max |F| is 5.23 eV/Å. The calculation puts the total energy at -1314.3573 Eh. The gap between HOMO and LUMO comes out at 10.0 eV.

Mulliken atomic charge list, values in e, 4 entries: C -0.574; C -0.106; O -0.572; H -0.134

Entry 2:
Here is a cluster of 11 separate species, C14H50N2O11 in total from the Open Molecules 2025 dataset. Energies are from ωB97M-V with the def2-TZVPD basis set.

Element x y z (Å)
N  -0.269  -1.465  1.303
C  -0.797  -1.453  0.102
N  -0.034  -0.740  -0.668
O  -2.082  -1.815  -0.303
H  -0.890  -1.868  1.985
H  0.730  -1.420  1.394
H  -0.427  -0.599  -1.647
H  0.877  -0.348  -0.466
C  2.465  1.120  -1.107
C  1.725  1.807  -2.230
O  2.324  1.558  -3.498
H  3.465  1.592  -0.884
H  2.653  0.116  -1.473
H  1.885  1.095  -0.185
H  1.653  2.926  -2.038
H  0.714  1.424  -2.178
H  1.835  0.829  -3.912
C  2.406  -1.642  -3.586
C  1.686  -1.638  -4.939
O  1.267  -0.319  -5.245
H  3.348  -1.054  -3.546
H  2.616  -2.663  -3.244
H  1.646  -1.217  -2.906
H  0.830  -2.276  -4.935
H  2.338  -2.048  -5.691
H  1.146  -0.277  -6.179
C  1.780  3.403  3.891
C  2.314  2.068  3.635
O  2.040  1.536  2.368
H  1.859  3.663  4.974
H  0.711  3.428  3.611
H  2.336  4.163  3.341
H  1.836  1.417  4.340
H  3.474  2.003  3.806
H  1.086  1.361  2.303
C  -2.816  -1.469  3.246
O  -1.646  -2.125  3.689
H  -3.722  -1.836  3.867
H  -3.121  -1.597  2.210
H  -2.789  -0.404  3.509
H  -1.496  -1.881  4.613
C  -2.983  1.726  -1.996
O  -3.826  2.381  -1.068
H  -2.066  1.413  -1.599
H  -2.667  2.473  -2.748
H  -3.520  0.842  -2.417
H  -3.375  3.158  -0.880
C  -2.095  -1.015  -3.733
O  -0.823  -0.481  -3.241
H  -2.713  -0.199  -4.098
H  -2.648  -1.387  -2.919
H  -2.077  -1.823  -4.479
H  -0.270  -0.210  -4.020
C  -4.795  -0.413  0.352
O  -5.570  0.808  0.465
H  -4.817  -0.985  -0.563
H  -5.101  -1.106  1.163
H  -3.806  -0.003  0.508
H  -5.183  1.469  -0.147
C  2.857  -2.348  -0.197
O  2.601  -1.407  0.829
H  3.633  -3.029  0.232
H  3.277  -2.002  -1.090
H  1.980  -2.836  -0.540
H  3.287  -0.732  0.849
C  1.678  -1.203  4.230
O  2.565  -0.801  5.236
H  1.421  -2.236  4.421
H  2.139  -1.085  3.244
H  0.732  -0.689  4.200
H  3.338  -0.428  4.793
C  -1.103  1.813  1.125
O  -0.728  0.977  2.257
H  -1.513  2.762  1.495
H  -1.951  1.381  0.609
H  -0.272  1.859  0.455
H  -0.540  0.013  1.959

The net charge is 0. Its SMILES is NC(N)=O.CCO.CCO.CCO.CO.CO.CO.CO.CO.CO.CO. Its max |F| is 6.85 eV/Å. The calculation puts the total energy at -1500.3554 Eh. The gap between HOMO and LUMO comes out at 9.2 eV.

Mulliken atomic charge list, values in e, 4 entries: N 0.085; C 0.002; N 1.579; O -0.750

Entry 3:
Here is a cluster of 11 separate species, C14H50O11 in total from the Open Molecules 2025 dataset. Energies are from ωB97M-V with the def2-TZVPD basis set.

Element x y z (Å)
C  -2.764  2.595  -1.899
C  -3.375  3.971  -1.769
O  -2.455  4.914  -1.208
H  -2.491  2.280  -0.888
H  -1.862  2.561  -2.508
H  -3.547  1.951  -2.305
H  -4.258  3.975  -1.133
H  -3.701  4.304  -2.763
H  -1.677  4.890  -1.777
C  2.681  -2.464  -5.097
C  2.526  -1.433  -3.989
O  1.176  -1.031  -3.855
H  2.086  -3.365  -4.954
H  3.734  -2.721  -5.226
H  2.318  -2.029  -6.032
H  3.175  -0.572  -4.180
H  2.919  -1.879  -3.065
H  0.969  -1.094  -2.905
C  -0.620  1.238  4.965
C  -1.750  0.833  4.053
O  -1.215  0.130  2.912
H  0.074  1.969  4.547
H  -0.035  0.369  5.270
H  -0.968  1.704  5.890
H  -2.300  1.724  3.728
H  -2.458  0.158  4.540
H  -1.964  -0.379  2.539
C  2.995  1.420  0.683
O  2.557  2.763  0.556
H  2.850  1.050  1.699
H  2.532  0.787  -0.080
H  4.068  1.412  0.480
H  1.720  2.854  1.039
C  -0.103  -0.307  -0.197
O  0.861  -0.825  -1.108
H  0.350  0.356  0.546
H  -0.865  0.237  -0.750
H  -0.571  -1.102  0.387
H  1.437  -1.421  -0.607
C  0.634  -2.743  2.982
O  0.119  -2.079  4.114
H  1.361  -2.131  2.436
H  1.096  -3.680  3.284
H  -0.125  -2.917  2.204
H  -0.304  -1.276  3.769
C  -0.914  -4.091  -0.904
O  -1.565  -5.057  -0.094
H  -0.626  -4.539  -1.862
H  -1.553  -3.234  -1.095
H  0.034  -3.764  -0.462
H  -0.990  -5.825  -0.042
C  1.008  2.090  -2.444
O  1.437  3.409  -2.767
H  0.368  2.063  -1.557
H  0.415  1.712  -3.274
H  1.859  1.436  -2.261
H  2.222  3.606  -2.250
C  -1.082  3.070  0.975
O  0.003  2.605  1.775
H  -0.644  3.576  0.114
H  -1.669  2.247  0.558
H  -1.690  3.761  1.561
H  -0.355  1.975  2.415
C  4.055  -1.827  -0.046
O  2.769  -2.249  0.413
H  4.602  -2.628  -0.549
H  3.918  -1.037  -0.783
H  4.675  -1.499  0.789
H  2.777  -3.208  0.464
C  -4.234  -1.006  1.022
O  -3.021  -1.494  1.628
H  -4.117  0.065  0.884
H  -4.393  -1.471  0.049
H  -5.048  -1.234  1.710
H  -3.071  -2.452  1.701

The net charge is 0. Its SMILES is CCO.CCO.CCO.CO.CO.CO.CO.CO.CO.CO.CO. Its max |F| is 1.09 eV/Å. The calculation puts the total energy at -1390.8776 Eh. The gap between HOMO and LUMO comes out at 9.8 eV.

Mulliken atomic charge list, values in e, 4 entries: C -0.372; C -0.562; O -0.506; H -0.196